Molecular formula: C30H34N7O2
Method: DFT, ωB97M-V/def2-TZVPD

Summary:
Calculated total energy = -46183.9186 eV
HOMO energy = -4.9 eV
Total charge = -1
Lowest unoccupied orbital energy = 2.270 eV

Geometry (Å):
C1 4.018265 0.755727 1.166631
C2 3.061298 1.641543 0.120239
N1 3.202161 1.309179 -1.217857
C3 2.056756 2.850082 0.593092
N2 0.614291 2.687125 0.168078
C4 -0.176814 1.789026 1.092934
C5 -0.581284 0.327874 0.469321
O1 -1.314929 -0.555300 1.202513
O2 -0.166117 -0.084958 -0.897379
H1 3.382760 -0.148715 1.594951
H2 4.975446 0.319339 0.607939
H3 4.450837 1.444589 2.036268
H4 2.576686 1.950850 -1.789776
H5 2.444549 3.859491 0.096691
H6 2.146510 2.919024 1.780314
H7 0.508683 2.435900 -0.838968
H8 -1.205572 2.354293 1.308191
H9 0.348435 1.709245 2.160767
N3 -1.906188 -4.994315 -3.938262
C6 -1.010006 -4.052865 -4.306880
C7 -0.640769 -2.984608 -3.505233
C8 -1.227939 -2.870188 -2.249591
C9 -2.155919 -3.823103 -1.842257
C10 -2.458093 -4.857682 -2.713031
H10 -0.582229 -4.184032 -5.296558
H11 0.086581 -2.259209 -3.851664
H12 -0.964515 -2.045522 -1.593706
H13 -2.631668 -3.761869 -0.870053
H14 -3.173469 -5.628273 -2.439652
N4 -4.308881 -7.340121 -0.872558
C11 -4.509980 -8.662376 -1.063753
C12 -5.245827 -9.462146 -0.204077
C13 -5.807781 -8.873205 0.923688
C14 -5.616730 -7.513849 1.148999
C15 -4.868214 -6.796133 0.230021
H15 -4.048707 -9.075980 -1.955839
H16 -5.377188 -10.518631 -0.408626
H17 -6.389988 -9.468369 1.621160
H18 -6.041038 -7.025199 2.018740
H19 -4.693826 -5.731669 0.359689
N5 3.764733 5.375747 -0.978008
C16 3.980872 5.628126 -2.287565
C17 4.114220 6.902577 -2.814954
C18 4.016463 7.986699 -1.949146
C19 3.792291 7.759038 -0.595250
C20 3.676229 6.448168 -0.161591
H20 4.046211 4.749771 -2.923083
H21 4.289565 7.046397 -3.875060
H22 4.114376 9.000588 -2.326096
H23 3.710663 8.582448 0.105178
H24 3.504514 6.218557 0.886313
N6 2.159655 -4.381136 2.711309
C21 1.471837 -5.543997 2.707706
C22 0.141943 -5.651524 2.333585
C23 -0.527174 -4.496626 1.942441
C24 0.153690 -3.283566 1.937499
C25 1.484009 -3.277194 2.324955
H25 2.036535 -6.416192 3.024014
H26 -0.360038 -6.612296 2.347295
H27 -1.570436 -4.541374 1.643688
H28 -0.339550 -2.365641 1.638509
H29 2.059665 -2.355869 2.334442
N7 -0.524616 8.659397 1.336758
C26 -1.388205 7.916643 2.063313
C27 -1.479816 6.536699 1.976657
C28 -0.638062 5.875696 1.088386
C29 0.260859 6.613319 0.324862
C30 0.281052 7.989577 0.484293
H30 -2.025930 8.478526 2.739518
H31 -2.190518 5.990658 2.586572
H32 -0.681893 4.794754 0.991985
H33 0.929867 6.128078 -0.376733
H34 0.967399 8.608983 -0.086297

Atoms 1-3, force components in eV/Å:
C -0.1 0.5 -0.4
C 1.2 -1.3 -3.9
N -1.1 2.3 5.1

These are the Löwdin partial charges, in e, on atoms 1 to 4: -0.09, -0.29, 0.06, -0.20


Molecular formula: C30H34NO3S3
Method: DFT, ωB97M-V/def2-TZVPD

Summary:
Calculated total energy = -71792.1438 eV
HOMO energy = -10.8 eV
Total charge = +1
Lowest unoccupied orbital energy = -2.748 eV

Geometry (Å):
C1 2.419629 0.707948 4.610518
C2 1.953527 2.101611 4.298046
O1 2.368008 3.051424 4.860064
O2 1.047622 2.227517 3.271433
C3 -0.290196 1.875499 3.630660
C4 -1.024730 1.495062 2.349495
C5 -2.056335 2.549582 1.864727
C6 -3.466794 1.997953 1.671292
S1 -3.687074 0.848792 0.285962
C7 -3.619965 -0.829473 1.016641
C8 -2.776933 -1.800918 0.196004
C9 -1.284780 -1.717276 0.525664
S2 -0.690917 -3.165480 1.428419
C10 1.066359 -3.091462 1.137242
S3 2.043134 -3.124279 2.428208
N1 1.607340 -3.027576 -0.172598
C11 0.680728 -3.243315 -1.258487
C12 0.466186 -2.312290 -2.275732
C13 -0.418543 -2.593272 -3.314421
C14 -1.126905 -3.788310 -3.356949
C15 -0.904477 -4.723305 -2.347524
C16 -0.003127 -4.456016 -1.330779
C17 2.466389 -1.871689 -0.357243
C18 3.686101 -2.047101 -0.987965
C19 4.522940 -0.958542 -1.217561
C20 4.151526 0.323781 -0.831095
C21 2.927477 0.500122 -0.191337
C22 2.097255 -0.589312 0.039998
C23 -2.231264 0.962475 -0.759885
C24 -2.090572 2.358336 -1.347702
O3 -2.947917 3.181229 -1.229329
C25 -0.805490 2.554437 -2.068581
C26 -0.618046 1.848138 -3.257325
C27 0.567310 1.975090 -3.971479
C28 1.562919 2.813483 -3.482087
C29 1.373462 3.505567 -2.292716
C30 0.190249 3.389652 -1.574653
H1 3.271579 0.751330 5.271039
H2 1.606060 0.149232 5.069958
H3 2.658717 0.208435 3.673239
H4 -0.775256 2.690358 4.168377
H5 -0.263024 1.022357 4.308863
H6 -1.528829 0.549002 2.530363
H7 -0.286072 1.367533 1.563356
H8 -2.129901 3.293480 2.654399
H9 -1.700822 3.078895 0.987819
H10 -3.717639 1.418088 2.558257
H11 -4.205335 2.788667 1.614579
H12 -4.648801 -1.174888 1.003799
H13 -3.283386 -0.774000 2.045483
H14 -2.954445 -1.683549 -0.868678
H15 -3.148194 -2.797594 0.431422
H16 -0.713646 -1.623252 -0.392447
H17 -1.078711 -0.842215 1.134433
H18 0.970922 -1.357525 -2.294646
H19 -0.548097 -1.870054 -4.106251
H20 -1.817304 -3.965153 -4.166097
H21 -1.436729 -5.661096 -2.364681
H22 0.173213 -5.181636 -0.550635
H23 4.006601 -3.022003 -1.324115
H24 5.480405 -1.096782 -1.695924
H25 4.780031 1.179663 -1.015177
H26 2.598111 1.482807 0.111003
H27 1.148513 -0.421149 0.530409
H28 -1.333757 0.762862 -0.180301
H29 -2.287378 0.249129 -1.575560
H30 -1.389283 1.183010 -3.625485
H31 0.692103 1.416210 -4.884049
H32 2.485326 2.888845 -4.035050
H33 2.161872 4.142022 -1.921830
H34 0.059060 3.920888 -0.644796

Atoms 1-3, force components in eV/Å:
C -0.5 -0.1 -0.6
C 0.4 -0.7 0.3
O 0.3 1.3 0.4

These are the Löwdin partial charges, in e, on atoms 1 to 4: 0.03, -0.54, 0.17, -0.04


Molecular formula: C30H35AsGeN5O7Ru
Method: DFT, ωB97M-V/def2-TZVPD

Summary:
Spin multiplicity = 2
Calculated total energy = -173389.7491 eV
HOMO energy (alpha / beta) = -7.6 / -7.5 eV
Energy above the lowest of the compared OMol25 structures with the same formula, charge and spin = 0.00 kcal per mole
Lowest unoccupied orbital energy (alpha / beta) = -0.548 / -0.610 eV

Geometry (Å):
Ru1 -1.148623 0.796420 1.367867
N1 -2.232420 -0.036539 3.262259
C1 -2.154003 -1.509098 3.174836
C2 -2.399842 -1.935724 1.741164
N2 -1.378136 -1.332470 0.859862
H1 -1.876005 0.292338 4.151878
H2 -3.201213 0.261118 3.201692
H3 -2.870561 -2.002628 3.836442
H4 -1.149200 -1.801140 3.469824
H5 -3.383819 -1.594101 1.406080
H6 -2.384108 -3.026237 1.677500
H7 -1.566556 -1.609561 -0.098192
H8 -0.476557 -1.734914 1.118705
O1 6.392259 -2.527524 1.744231
N3 6.040034 -1.367311 1.630671
O2 6.769092 -0.454821 1.289888
C3 4.645455 -1.054815 1.900106
C4 3.772326 -2.074425 2.246845
C5 2.443696 -1.795809 2.419163
C6 1.860238 -0.470559 2.323806
O3 0.647459 -0.250277 2.573634
C7 2.851011 0.538079 2.001849
C8 4.184961 0.235159 1.774246
N4 2.636438 1.929953 1.936306
O4 1.552471 2.332374 2.292259
O5 0.396703 2.222172 -0.539904
N5 1.617524 -2.955058 2.743865
O6 0.519211 -3.055036 2.215916
O7 2.118924 -3.841116 3.403311
H9 4.131846 -3.087080 2.358139
H10 4.856096 1.043489 1.517095
C9 -0.321967 1.255729 -0.397171
Ge1 -0.380448 0.031398 -2.006258
C10 -2.040894 -0.975789 -2.274711
C11 -2.074178 -2.010310 -3.213721
C12 -3.241227 -2.720496 -3.457743
C13 -4.403239 -2.403153 -2.767891
C14 -4.393406 -1.371001 -1.841108
C15 -3.222320 -0.663373 -1.599365
C16 -0.053197 1.080399 -3.612862
C17 1.084634 1.879510 -3.736910
C18 1.300980 2.630041 -4.883016
C19 0.380610 2.597703 -5.921703
C20 -0.759363 1.817121 -5.807950
C21 -0.974142 1.066287 -4.659255
C22 1.083459 -1.227172 -1.654666
C23 0.886058 -2.600839 -1.518665
C24 1.953060 -3.458579 -1.276237
C25 3.242370 -2.955467 -1.193660
C26 3.456598 -1.589932 -1.326926
C27 2.385085 -0.733724 -1.531024
H11 -2.034740 1.540220 0.293725
H12 -1.177412 -2.263371 -3.769706
H13 -3.244794 -3.519067 -4.188864
H14 -5.314882 -2.955368 -2.957274
H15 -5.300849 -1.111680 -1.309704
H16 -3.228628 0.140889 -0.872858
H17 1.800852 1.937575 -2.928166
H18 2.187779 3.246108 -4.962791
H19 0.550768 3.183851 -6.815945
H20 -1.483966 1.791780 -6.612248
H21 -1.871978 0.463182 -4.583718
H22 -0.110681 -3.020098 -1.606636
H23 1.776841 -4.521481 -1.166429
H24 4.079078 -3.622261 -1.024878
H25 4.461627 -1.190425 -1.272793
H26 2.571430 0.331923 -1.603537
C28 -0.668304 4.560053 1.320898
As1 -1.301094 3.016917 2.295087
C29 -3.135670 3.556491 2.658878
C30 -0.511424 3.262247 4.059643
H27 -0.719107 5.445622 1.954136
H28 -1.286513 4.700068 0.435564
H29 0.354109 4.365686 1.011791
H30 -3.154535 4.512850 3.180767
H31 -3.635138 2.807011 3.273336
H32 -3.673284 3.647052 1.716079
H33 -1.120469 3.937135 4.659705
H34 0.485918 3.675883 3.938485
H35 -0.418107 2.298001 4.556949

Atoms 1-3, force components in eV/Å:
Ru 0.7 0.1 -0.2
N -0.2 0.0 -0.2
C 0.0 0.0 0.0

These are the Löwdin partial charges, in e, on atoms 1 to 4: 0.76, -0.05, -0.24, -0.22